C15H13ClN4O3S | the ωB97M-V functional and the def2-TZVPD basis

The value obtained for the energy relative to the best compared isomer or geometry (same formula, charge and spin) is 0.0 kJ/mol. The value obtained for the gap between HOMO and LUMO is 8.7 eV. The SMILES is COC(=O)[C@H](C)Sc1nc2c(cnn2-c2ccc(Cl)cc2)c(=O)[nH]1. As for the highest occupied orbital energy: -8.61 eV.

```
! wB97M-V def2-TZVPD RIJCOSX def2/J DEFGRID3
* xyz 0 1
C -0.79 1.20 -2.31
H 2.10 -1.41 4.81
C -2.01 -2.90 -0.72
O 2.36 0.20 3.56
C 0.35 -3.38 0.35
H 2.47 2.25 -0.37
N -1.56 -0.90 -1.37
H 1.89 0.20 5.55
N 0.72 -0.65 -0.59
C -0.68 -2.65 -0.33
H -3.93 -0.02 -1.99
C -3.15 0.68 -2.25
C 1.70 -0.41 4.67
H 1.63 2.88 1.06
C -3.44 1.89 -2.85
O 0.50 0.14 2.31
C -1.09 2.41 -2.91
N -2.52 -1.85 -1.33
C -1.83 0.33 -1.97
C 2.55 0.98 1.37
C 1.62 -1.30 0.06
O 0.34 -4.51 0.78
H -0.29 3.09 -3.17
C 1.66 0.41 2.45
H 2.29 -3.01 0.98
H 0.62 -0.46 4.47
N 1.51 -2.58 0.49
C 1.85 1.98 0.48
S 3.16 -0.51 0.45
H -4.46 2.16 -3.06
H 3.47 1.38 1.81
C -0.43 -1.34 -0.77
H 0.91 1.56 0.12
C -2.40 2.75 -3.17
H -2.60 -3.78 -0.57
Cl -2.76 4.27 -3.92
H 0.23 0.92 -2.12
*
```



C15H13CoNO5 | the ωB97M-V functional and the def2-TZVPD basis

The value obtained for the gap between HOMO and LUMO (alpha / beta) is 7.8 / 7.5 eV. As for the highest occupied orbital energy (alpha / beta): -15.61 / -15.61 eV.

```
! wB97M-V def2-TZVPD RIJCOSX def2/J DEFGRID3
* xyz 2 4
H 4.46 -0.02 -2.00
O -0.13 1.49 1.19
H 3.67 1.53 -2.40
H 2.54 -3.54 2.64
H -4.06 0.82 -3.66
H 4.67 -0.50 0.54
C -3.65 0.60 1.39
C 2.56 -2.77 1.88
H 4.47 1.30 -0.84
C 3.87 0.81 -1.61
C -2.36 0.81 0.93
C 1.43 -2.54 1.10
H 4.60 -2.24 2.26
H 0.61 -1.43 -0.53
C 2.61 -0.78 -0.06
H -0.46 1.13 3.52
N -2.09 0.91 -0.36
C -4.67 0.51 0.44
H -3.86 0.52 2.45
O -1.25 0.88 3.03
C -4.38 0.70 -0.90
C -3.06 0.91 -1.27
C -1.14 1.08 1.75
O 1.53 0.85 -1.39
O -1.33 1.67 -2.64
H 0.55 -3.16 1.23
C -2.48 1.26 -2.62
C 3.76 -1.06 0.69
Co -0.17 1.34 -0.96
H -5.69 0.34 0.76
C 1.46 -1.56 0.14
C 2.60 0.31 -1.03
H -5.18 0.69 -1.63
O -3.16 1.16 -3.72
C 3.72 -2.04 1.67
*
```



C15H13N3O2ReS2 | the ωB97M-V functional and the def2-TZVPD basis

The value obtained for the energy relative to the best compared isomer or geometry (same formula, charge and spin) is 120.7 kJ/mol. The value obtained for the gap between HOMO and LUMO (alpha / beta) is 6.0 / 5.8 eV. As for the highest occupied orbital energy (alpha / beta): -14.78 / -14.80 eV.

```
! wB97M-V def2-TZVPD RIJCOSX def2/J DEFGRID3
* xyz 2 2
H -4.05 -1.20 2.29
N -0.46 -0.85 -0.05
C 0.59 -5.36 -1.31
H -3.18 0.28 2.45
H -4.47 -2.03 0.08
H -3.90 -1.12 -1.27
C 2.34 3.55 -0.07
H 4.32 6.30 -0.19
C -0.05 -6.14 -0.35
S -0.47 3.40 -0.30
C 1.09 4.17 -0.24
H 4.44 3.82 0.06
C 2.18 6.32 -0.36
C -0.76 -5.55 0.70
O 3.56 1.51 -0.16
H 0.06 6.03 -0.52
N -3.92 -1.25 -0.27
C 2.53 2.07 0.07
H 2.11 7.40 -0.46
C 3.49 4.32 -0.06
S -2.73 1.12 -0.15
Re -0.35 1.10 0.07
H 1.02 -3.36 -1.98
C -3.43 -0.34 0.54
N -3.52 -0.45 1.85
H 0.00 -7.22 -0.41
C -0.84 -4.18 0.78
C 1.02 5.56 -0.39
C -0.33 -2.00 -0.12
H -1.23 -6.16 1.45
H 1.15 -5.83 -2.10
C 3.41 5.71 -0.20
C -0.21 -3.39 -0.20
O 1.41 1.42 0.45
C 0.52 -3.98 -1.24
H -1.36 -3.69 1.60
*
```